29
Properties=species:S:1:pos:R:3:forces:R:3 method="wB97M-V/def2-TZVPD" spin_multiplicity=1 de_lowest_kj_mol=357.9 homo_energy_ev=-12.49 energy_ha=-624.9088 total_charge=+1
C -1.274064 -3.810879 -1.964474 0.2635 0.4353 0.2496
C 0.038565 -2.900645 -2.376900 0.5344 -1.0471 -0.2845
C 0.528393 -1.846612 -1.220653 1.7058 -0.3841 -1.7389
N -0.572438 -1.016286 -0.598805 1.7767 0.4015 4.2433
C 0.042334 -0.521965 0.727614 -0.6454 -0.1994 -0.5658
N 1.185198 0.476701 0.707323 -4.2647 -4.6729 5.3906
C 1.492716 0.635127 2.179715 -2.6015 -2.6185 1.6746
C 0.477254 -0.312474 3.073208 1.9036 1.9409 -3.9150
N -0.439033 -1.032324 2.102302 5.4318 4.8855 -3.1568
H -2.188814 -3.084713 -1.747538 1.7357 -1.7633 -0.5864
H -1.533607 -4.572037 -2.832778 0.4703 1.7827 1.8777
H -1.036820 -4.443746 -0.981933 -0.5174 1.4139 -2.1373
H 0.933626 -3.678613 -2.514785 -1.8095 1.8526 0.3663
H -0.067623 -2.382976 -3.447450 -0.0707 -0.9573 2.6003
H 1.256705 -1.073963 -1.764958 -1.5359 -1.6816 1.1980
H 1.175770 -2.380556 -0.405150 -1.3449 0.7100 -1.5127
H -1.389947 -1.585179 -0.286966 0.8545 0.3548 -0.6206
H 1.605303 0.903281 -0.153656 -0.5472 -0.6909 1.2406
H 2.358572 1.343761 2.589511 -2.3132 -1.7942 -1.1022
H 0.418265 -0.477843 4.241098 0.1844 0.5420 -2.8939
H -1.217663 -1.717769 2.250416 1.1491 1.0177 -0.2378
C -0.080492 4.228460 0.798006 0.0774 0.8943 0.8704
O 0.258441 4.331318 1.966415 0.0833 -0.2936 -0.0408
N -0.044824 3.061243 0.130329 0.3465 -1.7869 -0.5242
N -0.520058 5.273285 0.073608 -0.3131 1.0969 -0.2917
H -0.319818 2.956784 -0.831748 -0.0575 0.0660 0.1397
H 0.280114 2.249392 0.639115 -0.5359 0.7631 -0.2222
H -0.562499 6.170774 0.538606 0.0011 -0.3053 -0.1973
H -0.803555 5.208452 -0.889470 0.0389 0.0380 0.1772